{
  "formula": "C5H12N2S",
  "method": "ωB97M-V/def2-TZVPD",
  "symbols": ["C", "C", "C", "N", "H", "H", "H", "H", "H", "H", "C", "C", "S", "N", "H", "H", "H", "H", "H", "H"],
  "coordinates": [[-2.068946, -1.354761, -1.022794], [-2.085874, -1.878751, -2.270474], [-1.626297, 0.869891, -0.009831], [-1.632816, 0.050482, -1.007657], [-2.064282, -1.824474, -0.013642], [-1.442113, -1.469709, -3.017249], [-2.662997, -2.799036, -2.525893], [-1.355667, 1.922463, -0.160134], [-1.851012, 0.469584, 0.916321], [-0.876438, 0.256936, -1.662621], [1.627159, 1.249892, 1.109908], [2.430343, 0.219054, 0.312232], [1.232743, -0.949765, -0.456329], [0.836506, 0.701941, 2.263285], [0.902165, 1.722110, 0.419104], [2.332793, 1.991790, 1.536635], [3.156937, -0.320606, 0.969851], [2.991115, 0.697057, -0.539709], [1.375539, 0.737276, 3.115718], [0.781146, -0.291374, 2.043284]],
  "forces_ev_per_a": [[1.19, 0.72, -0.63], [-0.92, -1.15, 1.88], [0.10, -0.36, -2.11], [1.02, -0.19, 1.23], [-0.99, 0.33, -0.98], [-0.35, 0.80, -0.73], [1.09, 0.57, 0.55], [0.30, -0.73, 0.12], [-1.01, -0.26, 1.96], [-0.04, 0.15, -0.95], [0.42, 0.41, 0.76], [-0.11, -0.19, -0.60], [-0.01, -0.17, -0.06], [0.33, -0.36, -1.02], [0.59, 0.09, 0.24], [-0.51, 0.06, -0.36], [-0.52, 0.41, -0.49], [-0.39, -0.22, 1.06], [0.22, 0.24, 0.09], [-0.40, -0.14, 0.03]],
  "lowdin_charge": [-0.150, 0.068, 0.115, -0.047, 0.133, 0.064, 0.087, 0.123, 0.080, 0.098, -0.405, -0.693, 0.264, -0.040, 0.055, 0.099, 0.056, 0.050, 0.044, 0.000],
  "spin_multiplicity": 1,
  "e_tot_ev": -19190.6110,
  "max_force_ha_per_bohr": 0.0464,
  "relative_energy_kj_mol": 396.1,
  "charge": 0
}

{
  "formula": "C5H12N2S",
  "method": "ωB97M-V/def2-TZVPD",
  "symbols": ["C", "C", "C", "C", "C", "H", "H", "H", "H", "H", "H", "H", "H", "H", "H", "H", "H", "N", "N", "S"],
  "coordinates": [[0.918463, 0.468486, 2.727001], [-0.381937, 0.965861, 0.207601], [-1.577732, -0.043489, -0.059694], [-0.640745, -0.861801, -0.943752], [0.532323, -0.221638, -0.311067], [1.946871, 0.476354, 2.617138], [0.743796, 0.706906, 3.763390], [0.528991, -0.527930, 2.546417], [-0.325467, 1.803519, -0.523955], [-2.367151, 0.521030, -0.562635], [-1.850225, -0.535004, 0.806693], [-0.603676, -1.931291, -0.816995], [-1.202295, 0.390826, -2.415847], [-1.331304, -1.237345, -2.816840], [0.864083, -0.776923, 0.550881], [2.426973, -0.560465, -1.016725], [1.337648, 0.051362, -2.090116], [-0.719709, -0.533036, -2.345533], [1.690292, 0.131046, -1.125453], [0.010801, 1.713533, 1.809492]],
  "forces_ev_per_a": [[-1.95, -0.28, 0.39], [1.06, -1.04, -0.56], [0.93, 2.36, -1.11], [-0.76, -0.56, -0.39], [1.87, 2.23, 0.82], [2.09, 0.12, -0.76], [-0.26, 0.02, 0.44], [-0.07, -0.12, 0.09], [-0.30, -0.58, 0.46], [-0.41, -0.71, 0.16], [-0.95, -0.88, 1.80], [-0.45, -0.52, -0.08], [0.52, -1.09, -0.31], [0.70, 1.07, 0.41], [0.04, -0.31, 0.26], [-0.10, 0.12, -0.05], [0.51, 0.15, 0.28], [-1.51, 0.08, -1.21], [-0.64, -0.39, -0.30], [-0.33, 0.35, -0.34]],
  "lowdin_charge": [-0.422, -0.529, -0.103, -0.393, -0.400, 0.009, 0.024, 0.035, 0.102, 0.109, 0.080, 0.139, 0.096, 0.099, 0.110, 0.067, 0.057, 0.032, 0.057, 0.833],
  "spin_multiplicity": 1,
  "smiles": "CS[C@@H]1C[C@@H](N)[C@H]1N",
  "e_tot_ev": -19193.8253,
  "max_force_ha_per_bohr": 0.0587,
  "relative_energy_kj_mol": 85.9,
  "charge": 0
}

{
  "formula": "C5H12N2S",
  "method": "ωB97M-V/def2-TZVPD",
  "symbols": ["C", "C", "C", "C", "C", "H", "H", "H", "H", "H", "H", "H", "H", "H", "H", "H", "H", "N", "N", "S"],
  "coordinates": [[0.601503, -0.591904, 0.230389], [0.195903, -1.087251, 1.672492], [-0.585472, -0.439456, -0.575555], [-1.183254, 0.911598, -0.506768], [-0.407374, -0.137846, -2.039145], [2.476513, 0.004647, 0.394460], [1.509276, 1.339791, 0.890136], [1.203403, -1.475309, -0.193150], [-0.747587, -1.711634, 1.569742], [0.902163, -1.560896, 2.267286], [1.346104, 0.544067, 3.180588], [-1.315095, -1.322667, -0.420457], [-0.385799, 1.651551, -0.126734], [-2.097245, 1.069693, -0.091787], [-1.628714, 1.649558, -2.544067], [0.563249, 0.480215, -2.129807], [-0.542107, -1.052634, -2.645102], [1.651155, 0.569026, 0.201632], [-1.469046, 0.797201, -1.986222], [-0.087576, 0.362252, 2.852067]],
  "forces_ev_per_a": [[3.66, -1.51, 2.06], [-1.90, 1.98, -0.77], [-1.46, -1.14, -0.27], [0.60, 2.03, -1.51], [2.60, -0.26, -1.35], [0.27, 1.01, 0.23], [0.03, -1.34, -0.52], [-0.68, 1.11, 0.41], [1.14, 0.86, 0.54], [1.51, -1.50, 0.23], [-2.58, -0.37, -0.60], [1.03, 1.50, -0.21], [-1.32, -0.69, -1.01], [-2.31, 0.47, 2.22], [0.94, -0.90, 0.17], [-0.73, -1.71, -0.39], [0.46, 0.76, -0.49], [-1.42, -1.79, 0.00], [-1.81, 1.63, 1.16], [1.96, -0.14, 0.09]],
  "lowdin_charge": [-0.415, -0.452, -0.363, -0.167, -0.228, 0.058, 0.040, 0.158, 0.092, 0.010, -0.068, 0.175, 0.128, 0.074, 0.115, 0.138, 0.117, 0.019, -0.043, 0.614],
  "spin_multiplicity": 1,
  "e_tot_ev": -19192.0869,
  "max_force_ha_per_bohr": 0.0868,
  "relative_energy_kj_mol": 253.7,
  "charge": 0
}

{
  "formula": "C5H12N3",
  "method": "ωB97M-V/def2-TZVPD",
  "symbols": ["C", "C", "C", "C", "C", "N", "N", "N", "H", "H", "H", "H", "H", "H", "H", "H", "H", "H", "H", "H"],
  "coordinates": [[-1.789484, 0.878474, -0.347069], [-0.239533, -1.664850, 0.548265], [-1.137725, -0.075860, -1.047136], [1.219862, 0.232114, 0.430446], [2.296381, 0.987148, -0.217473], [-2.405619, 0.710437, 0.852098], [1.075711, -1.063508, 0.339406], [-1.026932, -1.413790, -0.626118], [-1.795439, 1.884971, -0.736829], [-0.137685, -2.735318, 0.721291], [-0.689161, -1.187660, 1.423127], [-0.723529, 0.174344, -2.013235], [0.575863, 0.738449, 1.136954], [2.781980, 0.426264, -1.012657], [3.049014, 1.251893, 0.532475], [1.914871, 1.929552, -0.607973], [-3.024815, 1.440887, 1.163166], [1.693199, -1.566624, -0.297410], [-0.805366, -2.037297, -1.392480], [-2.698662, -0.222277, 1.096003]],
  "forces_ev_per_a": [[0.28, -0.17, -0.28], [-0.40, -0.19, 0.18], [0.03, 0.35, 0.00], [-0.19, -0.77, 0.11], [0.39, 0.05, -0.05], [0.01, -0.09, 0.29], [0.59, 0.89, -0.18], [-0.25, -0.27, -0.17], [0.00, 0.08, -0.08], [0.02, 0.13, 0.00], [0.16, -0.06, -0.04], [-0.04, 0.07, -0.05], [-0.25, -0.02, -0.02], [0.01, -0.01, -0.03], [-0.02, -0.01, 0.02], [-0.06, -0.03, -0.01], [0.02, -0.06, 0.01], [-0.05, 0.15, 0.13], [-0.12, -0.04, 0.18], [-0.12, -0.01, -0.01]],
  "lowdin_charge": [-0.188, -0.173, -0.176, -0.084, -0.017, 0.096, 0.081, -0.012, 0.126, 0.143, 0.123, 0.115, 0.139, 0.097, 0.111, 0.103, 0.108, 0.176, 0.131, 0.099],
  "spin_multiplicity": 1,
  "smiles": "C/C=[NH+]/CN/C=C\\N",
  "e_tot_ev": -9842.8728,
  "max_force_ha_per_bohr": 0.0211,
  "relative_energy_kj_mol": 129.2,
  "charge": 1
}

{
  "formula": "C5H12N3",
  "method": "ωB97M-V/def2-TZVPD",
  "symbols": ["C", "C", "C", "C", "C", "N", "N", "N", "H", "H", "H", "H", "H", "H", "H", "H", "H", "H", "H", "H"],
  "coordinates": [[1.416455, -0.151939, 0.545312], [2.804952, -0.181083, 0.038908], [-1.256408, -2.043245, -0.519078], [-0.791098, 2.558406, -0.393016], [-1.681832, -0.921687, 0.420788], [0.353284, 0.062965, -0.088939], [-1.444110, 1.419484, 0.118278], [-0.823926, 0.346481, 0.245545], [1.306954, -0.048354, 1.641704], [3.084177, -1.180088, 0.177945], [2.959294, -0.045320, -0.995841], [3.448754, 0.450825, 0.602665], [-0.200172, -2.376686, -0.319396], [-1.666191, -2.936379, -0.202673], [-1.261558, -1.765898, -1.508936], [-1.368129, 3.378499, 0.020332], [-0.784930, 2.544212, -1.491121], [0.206852, 2.726016, -0.008654], [-1.534222, -1.224644, 1.431779], [-2.768153, -0.611561, 0.284405]],
  "forces_ev_per_a": [[-0.29, 2.19, 2.07], [-1.23, -0.62, -0.28], [3.05, 0.96, 2.46], [0.68, 1.35, 0.72], [-1.37, 0.40, -0.41], [4.26, 0.45, -3.31], [-0.11, -1.78, 0.11], [-4.91, -0.96, 0.74], [0.35, -0.44, -0.16], [1.04, -1.71, 0.61], [-0.37, 0.60, -1.24], [0.32, 0.48, 0.67], [-0.53, 0.88, -0.09], [-2.04, -1.67, -0.02], [-0.70, 0.17, -2.34], [-0.19, 0.34, -0.60], [-0.15, -0.05, 0.20], [0.51, -0.27, -0.14], [0.08, -0.15, 0.89], [1.60, -0.17, 0.11]],
  "lowdin_charge": [-0.071, -0.004, -0.051, -0.056, -0.078, 0.097, 0.106, -0.158, 0.156, 0.081, 0.086, 0.095, 0.096, 0.067, 0.062, 0.097, 0.122, 0.084, 0.114, 0.155],
  "spin_multiplicity": 1,
  "smiles": "C/C=N/[N+](CC)=N\\C",
  "e_tot_ev": -9839.4510,
  "max_force_ha_per_bohr": 0.1053,
  "relative_energy_kj_mol": 459.3,
  "charge": 1
}